(1)
# C23H17Cl2IrN4O4S3

A structure of composition C23H17Cl2IrN4O4S3 (the ωB97M-V functional and the def2-TZVPD basis, the OMol25 dataset).

Values from the calculation:
Lowest unoccupied orbital energy (spin up / spin down), eV: -2.93 / -6.36
Energy relative to the best compared isomer or geometry (same formula, charge and spin), eV: 0.145
Frontier orbital gap (spin up / spin down), hartree: 0.2857 / 0.1599
Net charge: +1
2S+1: 6

XYZ file:
```
54
C23H17Cl2IrN4O4S3 (the ωB97M-V functional and the def2-TZVPD basis)
Ir 0.6509 1.0363 -0.7900
N 2.6785 -1.3847 6.6177
C 2.2393 -0.6037 5.5883
C 1.1914 -1.0409 4.7622
C 0.7404 -0.2536 3.7295
C 1.3222 0.9928 3.5114
C 2.3713 1.4461 4.3196
C 2.8190 0.6526 5.3490
S 0.8672 1.9271 2.1453
O 1.0727 3.3167 2.3996
O -0.4378 1.4676 1.6758
N 1.8305 1.4114 0.8742
C 2.9461 2.1758 0.4340
N 3.8390 2.6453 1.2746
C 4.8599 3.2959 0.6994
C 4.9847 3.4494 -0.6718
C 3.9741 2.9201 -1.4492
N 2.9456 2.2874 -0.8867
H 2.2918 -2.2936 6.7798
H 3.4429 -1.0929 7.1955
H 0.7320 -2.0043 4.9524
H -0.0827 -0.5833 3.1055
H 2.8188 2.4156 4.1301
H 3.6251 0.9966 5.9884
H 5.6039 3.7037 1.3732
H 5.8269 3.9631 -1.1128
H 3.9711 3.0060 -2.5290
Cl -0.3369 -1.2609 -0.0565
C -1.9786 -1.2155 -0.6476
C -2.6579 -2.4013 -0.6652
C -3.9721 -2.4195 -1.1346
C -4.5935 -1.2626 -1.5740
C -3.9102 -0.0631 -1.5329
Cl -4.7100 1.3440 -2.0961
C -2.5640 0.0062 -1.0683
S -1.7774 1.5132 -1.0556
H -2.1754 -3.3073 -0.3168
H -4.5138 -3.3567 -1.1593
H -5.6053 -1.2822 -1.9577
O -4.1939 -3.5433 -3.8977
C -4.0622 -2.2184 -4.1328
O -5.0102 -1.5832 -4.4856
C -2.7015 -1.5987 -3.9330
C -2.6291 -0.2151 -4.0352
C -1.4361 0.4460 -3.7905
C -0.3011 -0.2812 -3.4351
S 1.1876 0.5588 -2.9773
C -0.3490 -1.6702 -3.3886
C -1.5481 -2.3224 -3.6428
H -3.3577 -3.9367 -3.6252
H -3.5296 0.3313 -4.2886
H -1.3897 1.5285 -3.8441
H 0.5408 -2.2349 -3.1300
H -1.5500 -3.4076 -3.5950
```

***

(2)
# C3H13NO2S

A cluster of 3 separate species, C3H13NO2S in total (the ωB97M-V functional and the def2-TZVPD basis, the OMol25 dataset).

Values from the calculation:
Lowest unoccupied orbital energy, eV: 0.76
Energy relative to the best compared isomer or geometry (same formula, charge and spin), eV: 1.667
Frontier orbital gap, hartree: 0.3669
2S+1: 1

XYZ file:
```
20
C3H13NO2S (the ωB97M-V functional and the def2-TZVPD basis)
N -0.1223 -1.1769 0.4038
C -1.2182 -0.6665 -0.4895
C -1.4686 0.8215 -0.2658
C -2.6538 1.2189 -1.2043
S -3.2594 2.9019 -1.3558
H -0.3964 -1.9704 1.0303
H 0.2410 -0.6065 1.1644
H -0.7901 -0.8582 -1.5153
H -2.2073 -1.1789 -0.6518
H -1.7121 0.8954 0.8690
H -0.5302 1.3991 -0.3444
H -3.5626 0.6907 -0.8984
H -2.2855 0.9244 -2.1877
H -2.9669 3.2664 -0.0679
O 5.8091 -1.8005 1.8493
H 5.7843 -2.3940 1.0892
H 5.4286 -2.2890 2.5817
O 2.3923 0.0975 -0.0469
H 1.5286 -0.3078 0.1694
H 1.9897 1.0330 -0.1292
```

***

(3)
# C40H36ClN3Si2Tc

A structure of composition C40H36ClN3Si2Tc (the ωB97M-V functional and the def2-TZVPD basis, the OMol25 dataset).

Values from the calculation:
Lowest unoccupied orbital energy (spin up / spin down), eV: -6.31 / -9.66
Frontier orbital gap (spin up / spin down), hartree: 0.2084 / 0.1214
Net charge: +2
2S+1: 4

XYZ file:
```
83
C40H36ClN3Si2Tc (the ωB97M-V functional and the def2-TZVPD basis)
C 4.4339 0.7699 0.2961
C 3.6782 1.2476 -0.8272
C 2.6348 2.1010 -0.3371
H 3.8872 1.0244 -1.8672
C 2.7510 2.1661 1.0888
C 3.8580 1.3444 1.4840
H 4.2555 1.2626 2.4919
H 5.3303 0.1575 0.2606
H 1.9051 2.6289 -0.9422
H 2.1403 2.7619 1.7594
Tc 2.4622 0.1590 0.4822
Si -1.0704 1.1713 -2.0231
C -2.1277 0.4583 -3.4875
C -3.4308 -0.0401 -3.3121
H -3.9743 0.1259 -2.3847
C -4.0494 -0.8320 -4.2961
H -5.0184 -1.2859 -4.0895
C -3.4471 -1.0445 -5.5315
H -3.9358 -1.6661 -6.2955
C -2.2419 -0.3875 -5.7789
H -1.7739 -0.4904 -6.7555
C -1.6103 0.3844 -4.7883
H -0.6794 0.8892 -5.0280
C -2.5965 2.3029 -1.5322
C -3.0576 3.1995 -2.5195
H -2.4461 3.3860 -3.4074
C -4.3097 3.8170 -2.4317
H -4.6649 4.4531 -3.2469
C -5.1146 3.6216 -1.3056
H -6.0914 4.1053 -1.2230
C -4.6402 2.7985 -0.2801
H -5.2436 2.6656 0.6193
C -3.3916 2.1629 -0.3863
H -3.0511 1.5411 0.4440
H 0.0132 2.0714 -2.4819
Si -2.3209 -1.0302 1.3507
C -1.6049 0.4815 2.2470
C -0.9113 1.5604 1.6798
H -0.7799 1.6729 0.5898
C -0.3991 2.5974 2.4632
H -0.0050 3.4858 1.9460
C -0.4846 2.5311 3.8494
H 0.0031 3.2963 4.4625
C -1.2282 1.5005 4.4332
H -1.3798 1.4895 5.5127
C -1.7879 0.4924 3.6425
H -2.3765 -0.3046 4.1071
C -1.5954 -1.0299 -0.3952
C -0.3947 -0.3119 -0.8996
H 0.3138 0.0968 -0.1306
C 0.2606 -0.8695 -2.0855
H 1.2030 -0.4124 -2.4321
C -0.2557 -1.9654 -2.7513
H 0.2415 -2.2969 -3.6759
C -1.4354 -2.5531 -2.3045
H -1.8656 -3.3830 -2.8607
C -2.1091 -2.0556 -1.1796
H -3.0831 -2.4908 -0.9046
H -3.7088 -1.2066 1.5096
Cl -1.4870 -2.6433 2.3340
C 2.1038 -1.0700 6.1654
C 2.9591 -2.0307 5.6028
C 3.3048 -1.9430 4.2542
C 2.7574 -0.9402 3.4295
C 1.9531 0.0622 4.0076
C 1.6442 -0.0130 5.3686
N 2.9290 -1.0953 2.0103
N 3.4681 -2.2985 1.7794
C 3.5096 -2.5992 0.4434
C 3.8474 -3.8918 -0.0144
C 3.6823 -4.1869 -1.3506
C 3.3416 -3.1332 -2.2220
C 3.1728 -1.8469 -1.7287
N 3.1479 -1.5772 -0.3901
H 1.8181 -1.1435 7.2227
H 3.3898 -2.8466 6.1834
H 3.9681 -2.6816 3.7932
H 1.5478 0.8704 3.3921
H 1.0402 0.7617 5.8394
H 4.1691 -4.5908 0.7523
H 3.8205 -5.2040 -1.7178
H 3.2247 -3.2843 -3.2934
H 3.0084 -0.9998 -2.4026
```

***

(4)
# C10H20Br2F3NO6Si

A cluster of 2 separate species, C10H20Br2F3NO6Si in total (the ωB97M-V functional and the def2-TZVPD basis, the OMol25 dataset).

Values from the calculation:
Lowest unoccupied orbital energy, eV: 0.09
Frontier orbital gap, hartree: 0.3790
2S+1: 1

XYZ file:
```
43
C10H20Br2F3NO6Si (the ωB97M-V functional and the def2-TZVPD basis)
C 4.0341 -0.5540 0.1972
C 3.1558 -1.8131 -0.3777
O 2.3237 -1.5090 -1.5532
C 2.2471 -2.3854 0.9031
O 0.8904 -2.5820 0.3693
Si -0.2958 -1.5446 1.1450
O -0.6243 -2.2889 2.7422
C 0.2934 0.2510 1.5065
C 0.6343 1.1567 0.1841
O 1.1683 2.4607 0.7007
C -0.6555 1.5391 -0.7522
F -0.4663 2.9856 -1.1456
F -1.9694 1.4763 -0.0720
F -0.6134 0.7853 -2.0557
C -1.9336 -1.6860 0.1434
Br -3.4370 -1.1205 1.3998
C -2.3191 -3.2136 -0.3387
C -2.2086 -4.3478 0.8398
Br -1.2635 -3.8563 -1.9223
H 5.0965 -0.5731 -0.3284
H 4.2127 -0.6245 1.3747
H 3.5775 0.5054 -0.0045
H 3.9241 -2.6490 -0.7193
H 2.1461 -2.3217 -2.1169
H 2.7350 -3.4377 1.1752
H 2.3153 -1.7068 1.8536
H -0.1413 -1.7190 3.4228
H -0.4916 0.7827 2.1989
H 1.2997 0.1998 2.1442
H 1.4699 0.7291 -0.5145
H 2.0848 2.3333 1.0867
H -1.9511 -1.0172 -0.8247
H -3.4597 -3.2050 -0.6887
H -2.9653 -5.2116 0.5558
H -1.1325 -4.8296 0.9403
H -2.5634 -3.9098 1.8908
C -2.0536 5.5969 -1.5437
N -2.2957 6.8054 -2.3771
O -2.5810 6.6248 -3.5666
O -2.1925 7.9013 -1.8136
H -2.1777 4.7080 -2.1659
H -1.0331 5.6600 -1.1604
H -2.7840 5.6046 -0.7321
```

***

(5)
# C15H48B2N10O21Si2

A structure of composition C15H48B2N10O21Si2 (the ωB97M-V functional and the def2-TZVPD basis, the OMol25 dataset).

Values from the calculation:
Lowest unoccupied orbital energy, eV: -0.37
Frontier orbital gap, hartree: 0.3159
2S+1: 1

XYZ file:
```
98
C15H48B2N10O21Si2 (the ωB97M-V functional and the def2-TZVPD basis)
C -4.5732 2.2943 -0.0720
C -3.8274 1.3613 0.9034
B -2.6445 0.7328 0.0853
O -1.6528 1.6150 -0.3812
Si -2.4953 -1.2176 -0.3525
O -3.9744 -1.7168 -0.9955
Si -4.2288 -3.3582 -1.1390
O -1.1910 -1.5774 -1.3242
C -1.1636 -0.9599 -2.5928
C 0.3081 -0.8193 -3.1097
N 1.2639 -0.9968 -2.0349
C 1.5162 0.2402 -1.2916
C 1.7402 0.0547 0.2073
C 1.5647 -1.3747 0.7034
O 3.0943 0.4700 0.4581
B -2.1648 -2.1995 1.3848
N -2.6470 -1.6925 2.6825
O -1.4532 -3.3792 1.3260
H -3.8357 2.8331 -0.6540
H -5.1945 1.7528 -0.7753
H -5.1815 3.0268 0.4413
H -4.4512 0.5639 1.2811
H -3.4090 1.9666 1.7013
H -0.8190 1.4887 0.0936
H -2.9402 -4.0645 -1.2740
H -4.9209 -3.9053 0.0485
H -5.0745 -3.6616 -2.3105
H -1.6015 0.0388 -2.5740
H -1.7117 -1.5454 -3.3255
H 0.4037 0.1599 -3.5794
H 0.4697 -1.6092 -3.8291
H 2.1453 -1.2731 -2.4449
H 0.7291 0.9620 -1.4704
H 2.4237 0.6992 -1.6800
H 1.1036 0.7032 0.8138
H 0.8130 -1.9335 0.1673
H 2.5317 -1.8441 0.6442
H 1.2836 -1.3647 1.7534
H 3.3081 0.2660 1.3815
H -1.8915 -1.1934 3.1526
H -2.7979 -2.5095 3.2739
H -0.8358 -3.4499 2.0697
C 4.7814 -4.4792 0.5382
N 4.0155 -3.6345 1.4946
O 3.0080 -4.0876 2.0088
O 4.4206 -2.5083 1.6852
H 4.2890 -5.4406 0.4604
H 4.7961 -3.9597 -0.4159
H 5.7886 -4.5795 0.9297
C 5.1137 0.9504 -1.4090
N 4.8469 -0.4961 -1.6212
O 4.2159 -0.8276 -2.6153
O 5.2673 -1.2691 -0.7926
H 4.6757 1.5042 -2.2307
H 4.6546 1.2189 -0.4623
H 6.1914 1.0788 -1.3739
C 5.0861 -3.3027 -4.3644
N 6.1195 -4.2243 -3.8196
O 7.0306 -4.5580 -4.5463
O 5.9773 -4.5824 -2.6651
H 5.3341 -3.0732 -5.3936
H 4.1306 -3.8130 -4.2957
H 5.0884 -2.4089 -3.7491
C -8.4016 0.7406 0.1119
N -7.8540 1.6288 1.1735
O -7.0378 1.1595 1.9344
O -8.2644 2.7734 1.2001
H -7.9437 -0.2354 0.2142
H -9.4766 0.6903 0.2532
H -8.1591 1.1921 -0.8450
C -7.6797 4.8048 3.5130
N -8.4609 5.8242 4.2673
O -9.5746 5.5211 4.6436
O -7.9262 6.8987 4.4546
H -8.2746 3.9085 3.4216
H -7.4546 5.2223 2.5377
H -6.7684 4.6175 4.0726
C 0.5614 4.1639 -2.5230
N 2.0482 4.2229 -2.4988
O 2.5764 4.7374 -1.5322
O 2.6345 3.7482 -3.4480
H 0.1818 4.6185 -1.6165
H 0.2233 4.7043 -3.4015
H 0.2777 3.1173 -2.5806
C 5.3129 6.2378 -0.4674
N 6.7236 6.6251 -0.1891
O 7.5402 6.4651 -1.0736
O 6.9612 7.0751 0.9128
H 5.2506 5.8554 -1.4780
H 5.0338 5.4780 0.2551
H 4.7008 7.1255 -0.3455
C 1.9480 -5.6380 4.4438
N 0.9016 -5.8087 5.4898
O 0.8499 -4.9837 6.3800
O 0.1631 -6.7649 5.3753
H 2.5235 -4.7503 4.6719
H 2.5715 -6.5264 4.4587
H 1.4430 -5.5395 3.4893
```

***

(6)
# C16H26N7OPSTi

A structure of composition C16H26N7OPSTi (the ωB97M-V functional and the def2-TZVPD basis, the OMol25 dataset).

Values from the calculation:
Lowest unoccupied orbital energy (spin up / spin down), eV: -13.63 / -13.65
Frontier orbital gap (spin up / spin down), hartree: 0.2330 / 0.2325
Net charge: +4
2S+1: 1

XYZ file:
```
53
C16H26N7OPSTi (the ωB97M-V functional and the def2-TZVPD basis)
Ti 0.9352 -0.2305 0.4868
N 2.7025 2.3957 3.1370
C 3.1150 1.3376 3.8724
C 2.6008 0.2585 3.2836
N 1.8743 0.6673 2.2166
C 1.9693 1.9780 2.0757
C 1.2942 2.5515 0.9476
N 0.5675 1.8071 0.1594
C 0.1309 2.6748 -0.9072
C 0.5894 3.9169 -0.6498
N 1.3330 3.8113 0.5160
H 2.8271 3.2799 3.5784
H 3.9249 1.4241 4.5924
H 2.5885 -0.8166 3.6468
H -0.5343 2.5368 -1.7652
H 0.4837 4.7603 -1.2444
H 1.5844 4.5500 1.1611
O 1.9946 -1.4290 -0.4434
S 2.7589 -2.3428 -1.6174
C 2.7005 -1.3109 -3.0958
C 3.7979 -0.2809 -2.9209
C 4.9720 -1.0916 -2.4582
C 4.4713 -1.9759 -1.2686
H 1.6383 -0.9021 -3.1692
H 2.7268 -1.9496 -3.9777
H 3.4839 0.5383 -2.3006
H 4.0043 0.0949 -3.8928
H 5.8855 -0.5213 -2.1279
H 5.3243 -1.7114 -3.3059
H 4.5161 -1.4349 -0.3830
H 5.0019 -2.9894 -1.1760
C -4.3228 0.4415 0.6689
N -3.9626 -0.5730 1.6088
C -4.3106 -1.8778 1.1728
N -3.4924 -2.2688 0.0258
C -3.8755 -1.4035 -1.0870
N -4.4584 -0.0321 -0.7212
C -5.0881 0.6307 -1.6167
P -1.1351 -1.2905 1.2331
C -2.5776 -0.4751 2.1029
C -2.1457 -2.5572 0.3585
H -3.7020 1.3222 0.6493
H -5.3259 0.7384 0.9159
H -5.4166 -2.0408 1.0186
H -4.1049 -2.5773 1.9767
H -4.6957 -1.8879 -1.6560
H -3.0101 -1.1230 -1.6735
H -5.6314 1.6167 -1.4446
H -5.1210 0.3394 -2.6771
H -2.3995 0.5313 2.3866
H -2.6173 -0.9743 3.1341
H -2.2943 -3.3048 1.1688
H -1.5752 -2.8302 -0.5144
```

***

Computed E, in the same sequence as the records: -98657.92116; -19740.77504; -76992.31050; -180579.36950; -91321.91724; -72689.02408 eV.